The following is a quantum chemistry calculation of a structure of composition C27H24N6PbSe2, from OMol25.

LUMO: -0.3 eV

Geometry as ORCA input:
```
! RIJCOSX wB97M-V def2-TZVPD def2/J DEFGRID3
* xyz 0 1
Pb 0.512 -0.063 -0.484
C -2.296 -3.665 2.734
C -1.617 -3.431 1.410
C -0.253 -3.683 1.261
C 0.376 -3.489 0.041
C -0.349 -3.013 -1.045
C -1.700 -2.731 -0.903
C -2.329 -2.952 0.316
H -3.379 -3.702 2.623
H -2.056 -2.865 3.439
H -1.963 -4.600 3.184
H 0.318 -4.038 2.111
H 1.431 -3.708 -0.066
H 0.132 -2.885 -2.008
H -2.262 -2.339 -1.741
H -3.390 -2.752 0.417
Se 0.145 2.213 2.974
Se -0.926 0.178 3.232
C -2.402 0.414 2.000
C -3.601 -0.190 2.362
C -4.673 -0.075 1.495
C -4.518 0.649 0.325
C -3.289 1.236 0.076
N -2.240 1.118 0.894
C 1.947 1.617 2.645
C 2.966 2.377 3.205
C 4.276 2.006 2.944
C 4.516 0.882 2.170
C 3.426 0.182 1.683
N 2.162 0.546 1.902
H -3.689 -0.719 3.301
H -5.623 -0.533 1.740
H -5.332 0.766 -0.377
H -3.124 1.817 -0.821
H 2.733 3.234 3.823
H 5.096 2.583 3.353
H 5.519 0.554 1.937
H 3.567 -0.703 1.075
N 1.145 3.538 -1.134
C 1.093 2.453 -0.745
H 1.158 4.447 -1.549
C 2.206 -0.515 -2.078
C 3.546 0.089 -1.879
C 3.829 1.400 -2.280
C 5.079 1.965 -2.083
C 6.098 1.236 -1.480
C 5.844 -0.072 -1.090
C 4.590 -0.633 -1.289
H 2.279 -1.605 -2.097
H 1.742 -0.178 -3.005
H 3.053 1.974 -2.775
H 5.268 2.977 -2.418
H 7.077 1.673 -1.337
H 6.631 -0.665 -0.641
H 4.417 -1.666 -1.004
N -0.209 3.780 -5.453
C -0.772 2.977 -4.839
N -1.486 2.103 -4.163
C -1.083 1.398 -3.193
N -0.823 0.719 -2.275
*
```

=====

The following is a quantum chemistry calculation of an isolated molecule of C7F2N2O5S at a distorted geometry, from OMol25.

LUMO: -1.6 eV

Geometry as ORCA input:
```
! RIJCOSX wB97M-V def2-TZVPD def2/J DEFGRID3
* xyz 0 1
O 2.908 -1.586 0.749
C 1.853 -1.384 0.251
O 1.195 -2.301 -0.546
C -0.026 -1.766 -0.921
O -0.814 -2.341 -1.603
C -0.130 -0.405 -0.324
N -1.281 0.366 -0.572
C -2.533 -0.294 -0.254
O -3.535 -0.135 -0.831
F -2.386 -1.105 0.791
C -1.260 1.656 0.051
O -1.833 1.977 1.018
F -0.497 2.453 -0.664
C 0.992 -0.163 0.359
N 1.357 0.962 1.076
C 2.380 1.594 0.851
S 3.610 2.475 0.570
*
```

=====

The following is a quantum chemistry calculation of a cluster of 2 separate species, C4H12 in total at a distorted geometry, from OMol25.

LUMO: 1.1 eV

Geometry as ORCA input:
```
! RIJCOSX wB97M-V def2-TZVPD def2/J DEFGRID3
* xyz 0 1
C 0.203 0.646 -2.260
C 1.378 0.098 -1.344
H 0.433 1.687 -2.628
H -0.054 0.123 -3.201
H -0.737 0.696 -1.707
H 1.815 0.917 -0.738
H 2.209 -0.185 -2.005
H 1.103 -0.875 -0.934
C -1.372 -0.144 2.274
C -0.219 -0.604 1.388
H -2.449 -0.328 2.120
H -1.157 -0.505 3.276
H -1.498 0.940 1.994
H 0.249 0.178 0.677
H 0.643 -0.965 1.895
H -0.508 -1.423 0.687
*
```

=====

The following is a quantum chemistry calculation of the ion C3HOS with charge -1 at a distorted geometry, from OMol25.

LUMO (spin up / spin down): 3.7 / 2.3 eV
⟨S²⟩: 2.02

Geometry as ORCA input:
```
! RIJCOSX wB97M-V def2-TZVPD def2/J DEFGRID3
* xyz -1 3
C -1.541 -0.193 -0.044
C -0.344 0.028 -0.071
C 1.086 0.252 -0.012
O 1.538 1.395 -0.033
S 1.840 -1.245 -0.030
H -2.579 -0.237 0.190
*
```

=====

The following is a quantum chemistry calculation of a cluster of 12 separate species, H21O11 in total at a distorted geometry, from OMol25.

LUMO: 2.4 eV

Geometry as ORCA input:
```
! RIJCOSX wB97M-V def2-TZVPD def2/J DEFGRID3
* xyz -1 1
O -1.299 2.410 2.581
H -2.186 2.473 2.432
H -0.948 2.091 3.365
O -3.085 0.732 -2.554
H -2.923 -0.025 -2.053
H -2.473 1.452 -2.204
O 3.192 0.507 -3.123
H -1.576 -2.756 2.047
H 3.393 1.133 1.640
O -2.311 -0.618 -0.238
H -2.886 -0.624 0.677
H -1.692 -1.115 0.188
O 2.178 0.778 0.615
H 0.501 0.917 1.968
H 0.943 -1.529 -0.923
O 3.735 1.542 2.432
H 3.267 2.325 2.504
H 1.226 -0.768 -2.156
O 1.003 -1.636 -1.861
H 2.471 0.541 -3.769
O -1.938 -1.773 2.198
H 2.755 0.729 -2.269
H -1.234 -1.394 2.629
O -1.550 -3.123 -3.221
H -2.348 -3.124 -2.881
H -0.851 -3.167 -2.490
O 0.236 0.450 2.786
H 2.086 -0.149 0.417
H 1.100 0.262 3.155
O 0.388 0.951 -1.172
H 1.164 1.235 -0.129
H -0.339 1.272 -0.590
*
```

=====

The following is a quantum chemistry calculation of a structure of composition C33H58AsN2O2STl, from OMol25.

LUMO: 0.3 eV

Geometry as ORCA input:
```
! RIJCOSX wB97M-V def2-TZVPD def2/J DEFGRID3
* xyz 0 1
Tl 0.014 0.519 1.302
C -1.493 2.781 0.653
C -1.806 2.546 2.020
C -2.565 1.325 2.065
C -2.657 0.857 0.725
C -2.005 1.752 -0.149
C -1.974 1.678 -1.660
C -3.350 2.077 -2.214
C -0.919 2.627 -2.229
C -1.650 0.252 -2.124
C -3.244 0.561 3.211
C -4.168 1.464 4.040
C -4.147 -0.548 2.649
C -2.230 -0.149 4.125
C -1.438 3.601 3.070
C -0.255 4.452 2.576
C -2.618 4.567 3.272
C -0.994 3.032 4.421
H -0.938 3.628 0.283
H -3.194 -0.026 0.414
H -3.608 3.088 -1.894
H -4.124 1.402 -1.841
H -3.358 2.045 -3.307
H -1.157 3.666 -1.995
H -0.868 2.534 -3.317
H 0.067 2.404 -1.814
H -2.382 -0.450 -1.712
H -0.650 -0.044 -1.789
H -1.685 0.186 -3.216
H -4.891 1.962 3.391
H -3.632 2.229 4.593
H -4.720 0.861 4.766
H -4.918 -0.142 1.992
H -4.640 -1.062 3.477
H -3.572 -1.293 2.096
H -1.489 0.529 4.538
H -1.702 -0.920 3.560
H -2.748 -0.635 4.959
H -0.509 5.037 1.693
H 0.611 3.829 2.340
H 0.035 5.156 3.359
H -2.874 5.041 2.323
H -2.353 5.350 3.988
H -3.508 4.058 3.636
H -0.143 2.358 4.294
H -1.780 2.492 4.940
H -0.678 3.850 5.074
C 2.861 -1.946 2.010
O 1.920 -1.487 2.961
C 1.164 -2.513 3.560
C 0.287 -3.299 2.606
O -0.545 -2.404 1.906
C -1.512 -3.065 1.122
H 3.526 -2.700 2.449
H 3.450 -1.082 1.708
H 2.376 -2.365 1.124
H 0.530 -2.017 4.297
H 1.820 -3.222 4.086
H -0.313 -3.999 3.206
H 0.877 -3.890 1.893
H -2.253 -3.568 1.756
H -1.046 -3.800 0.458
H -2.013 -2.305 0.520
S 1.118 -2.782 -1.432
C -0.143 -3.589 -2.146
N -0.338 -4.936 -2.150
C -1.403 -5.300 -3.078
C -2.224 -4.010 -3.081
N -1.182 -3.029 -2.805
H 0.456 -5.528 -1.970
H -1.968 -6.162 -2.732
H -1.001 -5.506 -4.075
H -2.972 -4.023 -2.281
H -2.719 -3.822 -4.031
H -1.359 -2.043 -2.696
C 3.716 2.172 -1.746
As 2.751 0.478 -1.524
C 2.061 0.374 -3.353
C 4.279 -0.788 -1.693
C 5.138 -0.615 -2.902
C 4.849 -1.298 -4.083
C 5.625 -1.120 -5.218
C 6.708 -0.253 -5.196
C 7.012 0.428 -4.025
C 6.235 0.246 -2.891
H 4.327 2.176 -2.649
H 4.347 2.359 -0.878
H 2.979 2.973 -1.811
H 2.850 0.546 -4.084
H 1.285 1.129 -3.473
H 1.618 -0.610 -3.510
H 3.827 -1.781 -1.677
H 4.861 -0.675 -0.776
H 4.006 -1.978 -4.104
H 5.384 -1.662 -6.124
H 7.315 -0.113 -6.081
H 7.859 1.101 -3.993
H 6.483 0.777 -1.979
*
```

=====

> Which formula does entry 5 have?

H21O11